Formula: C22H17F4IrN6S
Source: OMol25
Level of theory: wB97M-V/def2-TZVPD

Structure (XYZ):
```
51
Properties=species:S:1:pos:R:3:forces:R:3
Ir -0.470973 0.127937 -0.092243 1.0 -0.7 0.5
C -1.785344 -1.005989 -2.647535 -0.9 -0.4 -0.3
N -0.494206 -0.409888 -2.307292 -0.5 0.4 2.6
C -0.260038 0.818689 -3.065304 0.1 0.9 -0.2
C 0.603397 -1.378500 -2.451675 0.9 -0.6 0.4
C 1.914322 -0.911613 -1.810072 0.2 -0.4 -1.3
N 1.708896 -0.355795 -0.501367 -2.5 0.3 0.5
C 2.713297 -0.088730 0.331317 -0.1 0.2 0.5
C 2.419300 0.556394 1.570435 0.3 0.1 0.6
F 1.122127 0.920425 1.751313 0.2 0.0 0.3
C 3.375822 0.818438 2.536286 -1.1 0.0 -0.5
F 3.025272 1.416502 3.652964 0.0 -0.1 -0.1
C 4.707921 0.447192 2.330452 0.0 -0.2 -0.4
C 5.047989 -0.179367 1.136298 -0.4 -0.1 -0.3
F 6.281751 -0.563786 0.929249 0.0 0.0 -0.1
C 4.096895 -0.416470 0.140284 0.7 -0.1 0.0
F 4.484063 -0.975669 -0.994844 -0.1 0.1 0.4
H -1.832371 -1.273180 -3.709958 0.2 0.1 0.1
H -2.593241 -0.297685 -2.459571 0.2 0.0 0.0
H -1.957806 -1.910148 -2.063641 0.1 0.1 0.0
H -0.184972 0.607284 -4.138755 0.0 -0.2 0.1
H 0.667190 1.299781 -2.758179 0.0 0.0 0.1
H -1.087681 1.513341 -2.926901 0.0 -0.1 0.1
H 0.792081 -1.576614 -3.514911 -0.2 0.1 0.1
H 0.287254 -2.320131 -1.989729 0.0 0.2 -0.1
H 2.413550 -0.163906 -2.444168 -0.1 -0.1 0.1
H 2.590499 -1.775449 -1.786943 -0.2 0.2 0.0
H 5.458578 0.645740 3.084523 0.0 0.0 0.0
S -7.279978 -0.234825 3.426309 1.5 0.1 -0.7
N -6.102735 -1.316205 3.287267 0.3 -1.2 0.3
C -5.052277 -0.794806 2.671387 -1.3 1.3 0.1
C -3.824523 -1.446173 2.335040 0.7 -0.1 -0.3
C -3.521509 -2.767649 2.691096 0.2 0.1 -0.1
C -2.310690 -3.301672 2.298833 -0.2 0.4 0.0
C -1.441258 -2.519297 1.540825 0.6 -0.6 -0.1
N -1.718520 -1.269555 1.196218 1.2 1.5 -1.5
C -2.869374 -0.701569 1.602302 -1.0 0.2 0.4
C -3.080318 0.704132 1.313192 -1.1 -0.1 0.4
N -2.075044 1.385081 0.729752 1.1 -1.5 -1.2
C -2.184140 2.692769 0.532637 0.0 0.7 -0.3
C -3.343334 3.402651 0.840685 0.1 -0.3 0.2
C -4.411883 2.728306 1.396668 0.3 -0.1 -0.1
C -4.282579 1.359426 1.669374 0.7 0.0 -0.3
C -5.291310 0.578666 2.314914 -0.8 -1.4 0.8
N -6.501611 0.962270 2.692280 -0.1 1.3 -0.3
H -4.231112 -3.334808 3.277270 -0.1 -0.1 0.0
H -2.033187 -4.307479 2.570800 0.1 -0.1 0.0
H -0.488755 -2.919957 1.220077 0.0 0.0 -0.1
H -1.325145 3.206140 0.118065 0.0 -0.1 -0.1
H -3.396090 4.463964 0.654400 0.1 0.1 0.0
H -5.334025 3.233242 1.647259 -0.1 0.0 0.0
```
Forces are in eV/Å.

frontier orbital gap (spin up / spin down)	5.120 / 4.957	eV
E	-2077.9680	Eh
energy above the lowest of the compared OMol25 structures with the same formula, charge and spin	107.7	kJ/mol
highest occupied orbital energy (spin up / spin down)	-17.400 / -17.401	eV
net charge	+3
expectation value of S²	0.845
spin multiplicity	2

Listed below, in e, are the Mulliken charges computed for each atom: Ir 1.252; C -0.984; N 0.130; C -1.022; C -1.135; C -0.664; N -0.076; C 0.223; C 0.316; F -0.235; C -0.161; F -0.227; C -0.259; C -0.034; F -0.219; C 0.700; F -0.245; H 0.405; H 0.348; H 0.348; H 0.380; H 0.384; H 0.395; H 0.410; H 0.434; H 0.551; H 0.586; H 0.546; S 0.343; N -0.625; C 0.830; C 0.030; C -0.502; C -0.883; C -0.155; N -0.413; C 0.161; C 0.296; N -0.324; C -0.113; C -0.805; C -0.429; C 0.023; C 0.815; N -0.636; H 0.599; H 0.472; H 0.559; H 0.524; H 0.480; H 0.605



Formula: C22H17F5N4O13TeV
Source: OMol25
Level of theory: wB97M-V/def2-TZVPD

Structure (XYZ):
```
63
Properties=species:S:1:pos:R:3:forces:R:3
V -1.018560 -0.400945 -1.166816 -0.3 0.1 0.0
O 1.447742 2.704674 -1.373349 0.0 0.0 -0.1
C 0.366768 2.146411 -1.427605 0.2 -0.1 0.3
O 0.292003 0.849130 -1.605136 0.0 0.1 -0.1
C -0.913763 2.900220 -1.274824 0.0 -0.1 -0.1
C -0.821913 4.274164 -1.162993 0.0 0.0 0.0
C -1.964432 5.040003 -1.047912 0.0 0.0 0.0
C -3.218338 4.456074 -1.052986 -0.1 0.0 0.0
C -3.313941 3.094675 -1.187241 0.0 0.0 0.0
C -2.176389 2.247596 -1.264208 0.0 -0.1 0.1
O -2.324282 0.962325 -1.260002 0.0 0.0 -0.1
N -4.670033 2.534549 -1.236434 0.0 0.0 0.1
O -4.862506 1.568221 -1.937267 0.0 0.0 -0.1
O -5.529472 3.107925 -0.587008 0.0 0.0 0.0
N -1.855741 6.491056 -0.925942 0.0 0.0 0.0
O -2.886024 7.133927 -0.831410 0.0 0.0 0.0
O -0.742772 6.982612 -0.930448 0.0 0.0 0.0
H 0.156133 4.732804 -1.166424 0.0 0.0 0.0
H -4.111794 5.053249 -0.956507 0.0 0.0 0.0
O 2.894576 0.108673 -0.240214 -0.1 0.0 0.0
C 3.777617 -0.751393 -0.922500 0.0 0.0 0.0
C 3.442222 -1.024053 -2.384322 0.1 -0.1 0.0
C 2.011649 -1.510605 -2.687876 0.0 0.0 0.0
C 1.507553 -2.461644 -1.645916 -0.1 0.0 0.2
C 2.032541 -3.747640 -1.572417 0.0 0.0 0.0
C 1.639972 -4.600989 -0.560166 0.0 -0.1 0.0
C 0.736572 -4.146264 0.384473 0.0 0.0 0.0
C 0.225862 -2.872109 0.240817 0.1 0.1 -0.1
N 0.578974 -2.045929 -0.759197 -0.1 -0.2 -0.2
H 2.689451 0.891257 -0.774381 -0.1 0.0 0.0
H 3.766359 -1.692707 -0.365689 0.0 0.0 0.0
H 4.806958 -0.373586 -0.880607 0.0 0.0 0.0
H 4.160386 -1.780979 -2.720542 0.0 0.0 0.0
H 3.634661 -0.131496 -2.985447 0.0 0.0 0.0
H 2.018648 -2.015987 -3.655806 -0.1 0.0 0.0
H 1.336320 -0.670012 -2.767477 0.0 0.1 0.0
H 2.745117 -4.064319 -2.322801 0.0 0.0 0.0
H 2.029757 -5.609798 -0.510948 0.0 0.0 0.0
H 0.396877 -4.771439 1.197456 0.0 0.0 0.0
H -0.522188 -2.491274 0.919079 0.0 0.0 0.0
F -1.671193 -5.042295 -2.991581 0.0 0.0 0.0
Te -1.874429 -3.219314 -2.390127 0.2 -0.1 -0.2
F -1.138562 -3.059478 -4.177326 -0.1 -0.1 0.1
F -2.311057 -1.947320 -0.670062 0.0 0.1 0.1
F -2.708087 -4.272527 -0.997758 -0.1 0.1 -0.1
F -3.541446 -2.927906 -3.083887 -0.1 0.0 0.0
O -1.358658 -1.217078 -2.635134 0.2 -0.2 -0.1
O -2.490587 0.727528 1.917180 -0.3 -0.2 0.1
C -1.404012 0.219840 1.801823 0.4 0.6 -0.3
O -0.870208 -0.217141 0.684333 0.0 -0.2 0.4
C -0.434379 0.158898 2.958102 0.0 -0.2 0.0
C 0.923038 -0.056881 2.740372 0.0 0.0 0.0
C 1.792878 -0.112760 3.818313 0.0 0.0 0.0
C 1.276806 0.035275 5.092953 0.0 0.0 0.0
C -0.069128 0.255577 5.332087 0.0 0.0 0.0
C -0.924437 0.326067 4.247058 0.0 0.0 0.1
N 2.195683 -0.044071 6.245165 0.0 -0.1 0.0
O 3.375386 -0.230358 6.021055 0.0 0.0 0.0
O 1.720951 0.064178 7.359513 0.0 0.0 0.0
H 1.300481 -0.168666 1.730711 0.0 0.0 0.0
H 2.852774 -0.266497 3.680180 0.0 0.0 0.0
H -0.422346 0.368374 6.345821 0.0 0.0 0.0
H -1.982037 0.510201 4.380189 0.0 0.0 0.0
```
Forces are in eV/Å.

frontier orbital gap (spin up / spin down)	8.062 / 5.828	eV
E	-3757.0600	Eh
energy above the lowest of the compared OMol25 structures with the same formula, charge and spin	319.9	kJ/mol
highest occupied orbital energy (spin up / spin down)	-6.939 / -7.030	eV
net charge	-1
expectation value of S²	2.012
spin multiplicity	3

Listed below, in e, are the Mulliken charges computed for each atom: V 0.343; O -0.781; C 0.431; O 0.070; C 0.269; C -0.654; C -0.453; C -0.391; C -0.165; C 0.921; O -0.686; N 1.044; O -0.548; O -0.626; N 1.057; O -0.649; O -0.640; H 0.628; H 0.598; O -0.416; C -0.639; C -0.895; C -0.623; C 0.282; C -0.629; C -0.580; C -0.813; C -0.371; N 0.956; H 0.233; H 0.390; H 0.319; H 0.403; H 0.373; H 0.592; H -0.053; H 0.537; H 0.436; H 0.470; H 0.395; F -0.436; Te 1.844; F -0.484; F -0.698; F -0.454; F -0.318; O -0.393; O -0.630; C -0.045; O 0.228; C 0.116; C 0.029; C -0.748; C 0.109; C -0.529; C -0.502; N 1.014; O -0.618; O -0.630; H 0.485; H 0.520; H 0.486; H 0.519



Formula: C22H17N6O8S3W
Source: OMol25
Level of theory: wB97M-V/def2-TZVPD

Structure (XYZ):
```
57
Properties=species:S:1:pos:R:3:forces:R:3
W 0.000404 -0.220105 -0.816529 0.5 0.3 0.3
O -1.204418 -1.165014 0.562882 0.0 0.0 0.0
N -1.029958 -2.415495 0.830601 0.0 0.0 0.0
N 0.033702 -2.847046 0.334562 -0.1 0.0 0.0
O 0.816595 -2.002508 -0.310900 0.0 0.0 0.0
C 0.448901 -4.220023 0.444503 0.0 0.0 0.0
C -0.078246 -5.000218 1.462451 0.1 0.0 0.0
C 0.320781 -6.323410 1.531413 0.0 0.0 0.0
C 1.223062 -6.833995 0.605725 0.0 0.0 0.0
C 1.731920 -6.026510 -0.400470 0.0 0.0 0.0
C 1.345634 -4.698065 -0.494225 0.0 0.0 0.0
H -0.771638 -4.583943 2.178383 0.0 0.0 0.0
H -0.070090 -6.955380 2.316558 0.0 0.0 0.0
H 1.530026 -7.868823 0.671341 0.0 0.0 0.0
H 2.428656 -6.428623 -1.122542 0.0 0.0 0.0
H 1.713142 -4.058510 -1.283369 0.0 0.0 0.0
O -3.779774 1.138864 -1.449410 0.0 0.1 0.0
C -2.814013 1.115926 -0.742120 0.0 -0.1 0.0
O -1.666799 0.563132 -1.215456 -0.1 0.0 0.0
C -2.745663 1.634114 0.640450 0.0 0.0 0.0
C -3.965731 2.003594 1.207706 0.0 0.0 0.0
C -4.027150 2.505181 2.492562 0.0 0.0 0.0
C -2.855980 2.651255 3.222620 0.0 0.0 0.0
C -1.637253 2.296629 2.669784 0.0 0.0 0.0
C -1.565069 1.782502 1.375576 0.0 0.0 0.1
S 0.093254 1.469797 0.825286 0.0 0.0 0.0
H -4.860542 1.881273 0.613410 0.0 0.0 0.0
H -4.980018 2.778430 2.923902 0.0 0.0 0.0
H -2.887903 3.043145 4.230540 0.0 0.0 0.0
H -0.726591 2.417239 3.242042 0.0 0.0 0.0
N -3.958918 0.104485 -7.540354 0.0 0.0 0.0
C -3.174043 -0.366805 -6.544698 0.0 0.0 0.0
C -3.439994 -0.024520 -5.204657 0.0 0.0 0.0
C -2.642133 -0.491804 -4.191742 0.0 0.0 0.0
C -1.555496 -1.317274 -4.499870 0.0 0.0 -0.1
C -1.274933 -1.671224 -5.825174 0.0 0.0 0.0
C -2.075884 -1.200015 -6.835329 0.0 0.0 0.0
S -0.488112 -1.846873 -3.274506 0.0 0.0 0.1
O 0.280785 -2.963887 -3.707764 0.0 0.0 0.0
O -1.181632 -1.945148 -1.967483 0.0 -0.1 -0.1
N 0.505833 -0.604247 -2.835728 0.0 0.0 -0.1
C 0.511434 0.687703 -3.320437 0.2 0.0 0.1
S 0.592746 1.398242 -4.866458 -0.2 -0.1 0.0
C 0.468236 2.946065 -4.107604 0.2 0.1 0.0
C 0.434300 2.836693 -2.761040 0.0 -0.1 0.1
N 0.456831 1.533463 -2.329084 -0.2 0.0 -0.1
H -4.789423 0.628425 -7.333236 0.0 0.0 0.0
H -3.829796 -0.204538 -8.486345 0.0 0.0 0.0
H -4.288997 0.604117 -4.968304 0.0 0.0 0.0
H -2.870665 -0.225601 -3.168608 0.0 0.0 0.0
H -0.439895 -2.322972 -6.043619 0.0 0.0 0.0
H -1.872331 -1.477005 -7.861556 0.0 0.0 0.0
H 0.446554 3.843301 -4.702816 0.0 0.0 0.0
H 0.384084 3.645065 -2.049537 0.0 0.0 0.0
O 3.051430 -1.312707 -1.754302 0.0 -0.1 -0.1
N 3.175356 -0.466830 -1.011079 0.0 0.0 0.0
O 1.859660 0.177376 -0.567572 -0.3 0.0 -0.1
```
Forces are in eV/Å.

frontier orbital gap	6.613	eV
E	-3040.3597	Eh
energy above the lowest of the compared OMol25 structures with the same formula, charge and spin	17.8	kJ/mol
highest occupied orbital energy	-11.163	eV
net charge	+1

Listed below, in e, are the Mulliken charges computed for each atom: W 2.021; O -0.394; N -0.590; N 1.111; O -0.805; C 0.440; C -0.484; C -0.538; C -0.482; C -0.712; C -0.114; H 0.497; H 0.396; H 0.410; H 0.398; H 0.338; O -0.609; C 0.688; O 0.111; C 0.303; C -0.605; C -0.641; C -0.556; C -0.927; C 0.734; S -0.306; H 0.490; H 0.410; H 0.400; H 0.478; N -0.451; C 1.176; C -0.869; C -0.358; C -0.398; C -0.438; C -0.887; S 1.885; O -0.715; O -0.646; N -0.477; C 0.422; S -0.030; C -0.300; C -0.778; N -0.187; H 0.205; H 0.201; H 0.379; H 0.328; H 0.497; H 0.337; H 0.475; H 0.479; O -0.118; N 0.280; O -0.476



Formula: C22H18AuFN3O5S2
Source: OMol25
Level of theory: wB97M-V/def2-TZVPD

Structure (XYZ):
```
52
Properties=species:S:1:pos:R:3:forces:R:3
Au 0.180031 -0.267649 0.464888 -0.9 0.0 0.2
S -3.458246 2.184394 0.697433 0.0 -0.1 0.1
C -3.285613 1.674005 -0.924057 0.0 0.1 0.0
C -2.164633 0.927737 -1.147374 0.1 -0.2 -0.1
C -1.481403 0.767376 0.068218 0.3 0.1 -0.2
C -2.032837 1.363542 1.158471 -0.1 0.1 -0.2
C -1.336423 1.284152 2.410464 0.0 0.1 0.3
C -1.695886 1.858526 3.616448 0.0 0.0 0.0
C -0.850952 1.722956 4.699217 0.0 0.0 0.0
C 0.334539 1.010778 4.569441 0.0 0.0 0.0
C 0.628880 0.439687 3.352534 0.0 0.0 0.0
N -0.195024 0.570701 2.305941 0.4 -0.3 -0.1
H -4.037391 1.953893 -1.644836 0.0 0.0 0.0
H -1.867831 0.511490 -2.096729 0.0 0.0 0.0
H -2.614001 2.424156 3.686226 0.0 0.0 0.0
H -1.110391 2.177447 5.645701 0.0 0.0 0.0
H 1.017139 0.889444 5.396833 0.0 0.0 0.0
H 1.528359 -0.140741 3.194594 0.0 0.0 0.0
F 2.188988 -7.592706 -0.819246 0.0 0.0 0.0
C 1.184898 -6.724934 -0.899762 0.0 0.1 0.0
C 1.324264 -5.560971 -1.533868 0.0 -0.1 0.0
N 0.270931 -4.669681 -1.638117 -0.1 0.1 0.0
C 0.443737 -3.337302 -2.162057 0.0 0.0 0.1
C 0.536777 -2.327797 -1.034451 0.1 0.1 -0.6
O 0.301417 -1.084622 -1.368350 -0.1 -0.2 0.2
O 0.829832 -2.626950 0.117483 0.2 0.2 0.3
C -0.931865 -4.882225 -0.985185 0.1 0.0 0.0
O -1.790554 -4.024211 -0.944394 0.0 0.0 0.0
N -1.055532 -6.115582 -0.397104 0.0 0.0 0.0
C -0.076245 -7.105776 -0.258781 0.0 0.0 -0.1
O -0.288423 -8.133719 0.326511 0.0 0.0 0.0
H 2.254319 -5.279598 -2.006494 0.0 0.0 0.0
H -0.405780 -3.063137 -2.783079 0.0 0.0 0.0
H 1.345390 -3.287911 -2.771610 0.0 0.0 0.0
H -1.937251 -6.295009 0.064047 0.0 0.0 0.0
C 2.424750 4.778527 1.042870 0.0 0.0 0.0
S 1.484377 3.249464 1.116328 0.1 0.0 -0.1
O 0.249088 3.550246 1.894283 0.0 0.0 0.1
C 1.011913 3.182714 -0.610339 0.0 0.0 0.1
C -0.143311 3.829196 -1.019020 0.0 0.0 0.0
C -0.515017 3.757801 -2.352684 0.0 0.0 0.0
C 0.255151 3.032863 -3.254215 0.0 0.0 0.0
C 1.400897 2.373909 -2.828748 0.0 0.0 0.0
C 1.783992 2.444800 -1.496260 0.0 0.0 0.0
H 1.773725 5.562312 0.658990 0.0 0.0 0.0
H 3.287474 4.633307 0.393756 0.0 0.0 0.0
H 2.748071 5.009591 2.055908 0.0 0.0 0.0
H -0.738903 4.367346 -0.290968 0.0 0.0 0.0
H -1.408642 4.266445 -2.690240 0.0 0.0 0.0
H -0.039195 2.980590 -4.294154 0.0 0.0 0.0
H 1.995067 1.806406 -3.532271 0.0 0.0 0.0
H 2.677342 1.934724 -1.152190 0.0 0.0 0.0
```
Forces are in eV/Å.

frontier orbital gap	6.537	eV
E	-2421.3069	Eh
energy above the lowest of the compared OMol25 structures with the same formula, charge and spin	2.6	kJ/mol
highest occupied orbital energy	-11.342	eV
net charge	+1

Listed below, in e, are the Mulliken charges computed for each atom: Au 0.484; S -0.177; C -0.501; C -0.446; C 0.236; C -0.454; C 1.449; C -0.643; C -0.377; C -0.700; C -0.089; N -0.110; H 0.524; H 0.516; H 0.419; H 0.454; H 0.451; H 0.394; F -0.296; C 0.230; C 0.042; N 0.149; C -1.193; C 0.974; O -0.643; O -0.715; C 0.459; O -0.630; N -0.078; C 0.308; O -0.564; H 0.374; H 0.331; H 0.460; H 0.242; C -1.105; S 0.616; O -0.574; C 0.261; C -0.357; C -0.647; C -0.520; C -0.531; C -0.430; H 0.340; H 0.389; H 0.411; H 0.497; H 0.450; H 0.426; H 0.453; H 0.439



- Among the records above, which one has the highest E?
  C22H17F4IrN6S



- Look up the E of the first one.
  -2077.9680 Eh



- Look up the E of the second one.
  -3757.0600 Eh